# 1
This record from the Open Molecules 2025 dataset describes a 11-piece molecular cluster, C57H65NO35 overall in a non-equilibrium geometry. The level of theory is wB97M-V/def2-TZVPD.

ORCA input file:
```
! RIJCOSX wB97M-V def2-TZVPD def2/J DEFGRID3
* xyz 0 1
O -2.317 -3.382 1.553
C -3.385 -3.917 1.352
C -3.701 -4.708 0.167
C -4.815 -5.436 0.053
O -5.023 -6.197 -1.101
C -5.876 -5.598 1.090
O -6.774 -6.372 1.022
C -5.625 -4.765 2.252
C -4.513 -3.959 2.386
O -4.331 -3.151 3.514
H -3.080 -4.642 -0.713
H -5.798 -6.763 -1.107
H -6.257 -4.656 3.121
H -3.449 -2.775 3.458
O 0.357 1.824 3.120
C -0.298 1.204 3.976
C -0.760 -0.176 3.795
C -1.501 -0.877 4.751
O -1.865 -2.206 4.687
C -1.818 -0.325 6.099
O -2.438 -0.899 6.940
C -1.351 1.069 6.323
C -0.616 1.796 5.378
O -0.180 3.007 5.733
H -0.548 -0.666 2.856
H -2.064 -2.414 5.602
H -1.480 1.542 7.285
H 0.256 3.481 5.021
O 0.286 4.956 3.635
C -0.551 5.371 2.877
C -1.434 6.575 3.155
C -2.281 7.078 2.302
O -3.137 7.959 2.746
C -2.462 6.574 0.912
O -3.263 7.129 0.196
C -1.786 5.287 0.622
C -0.868 4.788 1.469
O -0.303 3.660 1.098
H -1.555 7.021 4.131
H -3.627 8.313 2.001
H -2.004 4.718 -0.270
H 0.398 3.485 1.731
O -5.877 1.466 -3.518
C -5.152 0.450 -3.427
C -3.713 0.614 -3.178
C -2.896 -0.461 -3.048
O -1.526 -0.311 -2.911
C -3.202 -1.881 -3.274
O -2.457 -2.816 -3.181
C -4.621 -2.008 -3.662
C -5.555 -1.037 -3.616
O -6.856 -1.104 -3.740
H -3.262 1.593 -3.116
H -1.040 -1.094 -2.640
H -5.062 -2.967 -3.890
H -7.294 -0.296 -3.463
O -1.365 -5.938 3.984
C -0.277 -5.546 4.295
C 0.384 -4.324 3.753
C 1.529 -3.813 4.109
O 1.993 -2.714 3.492
C 2.291 -4.383 5.232
O 3.388 -3.962 5.641
C 1.718 -5.618 5.833
C 0.598 -6.129 5.407
O 0.136 -7.268 5.961
H -0.175 -3.906 2.929
H 2.859 -2.486 3.837
H 2.256 -6.013 6.682
H -0.592 -7.649 5.465
O 0.017 -5.161 -8.537
C 0.135 -4.200 -7.720
C -0.073 -4.375 -6.325
C 0.312 -3.475 -5.432
O 0.096 -3.704 -4.144
C 1.007 -2.172 -5.709
O 1.380 -1.324 -4.882
C 1.173 -1.956 -7.127
C 0.722 -2.841 -8.096
O 0.876 -2.678 -9.457
H -0.413 -5.332 -5.959
H 0.403 -2.934 -3.658
H 1.575 -1.003 -7.438
H 0.508 -3.374 -10.007
O 0.470 1.956 -4.863
C 1.111 2.749 -4.152
C 2.170 3.647 -4.765
C 2.913 4.581 -4.064
O 3.803 5.345 -4.747
C 2.925 4.628 -2.584
O 3.538 5.424 -1.856
C 2.069 3.571 -1.967
C 1.159 2.812 -2.671
O 0.370 1.928 -2.001
H 2.214 3.659 -5.844
H 4.070 6.027 -4.127
H 2.016 3.496 -0.891
H 0.050 1.174 -2.502
C 1.523 0.039 0.606
N 0.673 -0.546 -0.343
C -0.692 -0.700 0.113
C 1.137 -1.079 -1.470
O 0.496 -1.897 -2.148
H 1.528 -0.669 1.435
H 1.291 1.079 0.835
H 2.537 0.008 0.207
H -0.926 -1.588 0.700
H -0.992 0.160 0.711
H -1.406 -0.580 -0.702
H 2.140 -0.807 -1.833
C -6.099 5.504 1.198
O -6.831 4.366 0.782
C -6.420 3.752 -0.400
C -4.955 3.216 -0.468
O -4.685 2.229 0.577
C -3.320 1.844 0.656
H -5.053 5.286 1.416
H -6.490 5.952 2.111
H -6.176 6.292 0.448
H -6.482 4.366 -1.298
H -7.085 2.921 -0.640
H -4.277 4.052 -0.294
H -4.762 2.728 -1.423
H -2.789 2.551 1.294
H -2.703 1.718 -0.234
H -3.135 0.921 1.205
C 6.869 2.016 4.527
O 5.610 2.293 3.886
C 5.556 1.934 2.498
C 4.091 2.002 1.868
O 3.877 3.143 1.048
C 3.682 4.316 1.704
H 7.566 2.846 4.416
H 7.490 1.172 4.227
H 6.508 2.046 5.555
H 6.024 0.958 2.368
H 6.267 2.517 1.913
H 3.434 1.906 2.732
H 3.948 1.151 1.203
H 4.496 4.502 2.404
H 2.737 4.038 2.170
H 3.635 5.005 0.861
C 4.931 -2.124 -3.993
O 5.849 -1.158 -3.651
C 6.990 -1.571 -2.902
C 6.651 -2.000 -1.498
O 6.117 -3.346 -1.310
C 6.894 -4.490 -1.452
H 3.955 -1.766 -3.664
H 5.112 -3.140 -3.645
H 4.928 -2.360 -5.057
H 7.684 -0.731 -2.951
H 7.235 -2.417 -3.544
H 5.960 -1.289 -1.045
H 7.646 -1.958 -1.055
H 7.760 -4.343 -2.096
H 6.252 -5.314 -1.764
H 7.207 -4.779 -0.448
*
```

Properties
HOMO-LUMO gap   6.90 eV
SMILES   O=C1C=C(O)C(=O)C=C1O.O=C1C=C(O)C(=O)C=C1O.O=C1C=C(O)C(=O)C=C1O.O=C1C=C(O)C(=O)C=C1O.O=C1C=C(O)C(=O)C=C1O.O=C1C=C(O)C(=O)C=C1O.O=C1C=C(O)C(=O)C=C1O.CN(C)C=O.COCCOC.COCCOC.COCCOC
Energy above the lowest of the compared OMol25 structures with the same formula, charge and spin   17.78 kcal per mole
HOMO level   -9.12 eV

# 2
This record from the Open Molecules 2025 dataset describes CHBrCl2O as an isolated structure in a non-equilibrium geometry. The level of theory is wB97M-V/def2-TZVPD.

ORCA input file:
```
! RIJCOSX wB97M-V def2-TZVPD def2/J DEFGRID3
* xyz 0 1
C 0.048 -0.478 1.171
O -0.315 1.017 -1.886
Cl -0.399 -0.355 -0.406
Cl -0.590 0.795 2.063
Br 1.746 -1.320 1.590
H -0.490 0.341 -2.532
*
```

Properties
HOMO-LUMO gap (spin up / spin down)   9.09 / 7.60 eV
Energy above the lowest of the compared OMol25 structures with the same formula, charge and spin   110.10 kcal per mole
HOMO level (spin up / spin down)   -10.19 / -8.88 eV

# 3
This record from the Open Molecules 2025 dataset describes a 2-piece molecular cluster, C4H7NO overall. The level of theory is wB97M-V/def2-TZVPD.

ORCA input file:
```
! RIJCOSX wB97M-V def2-TZVPD def2/J DEFGRID3
* xyz 0 1
C 2.085 0.265 0.099
C 1.202 1.225 -0.126
O 0.724 2.245 -0.469
H 1.891 -0.632 0.665
H 3.079 0.487 -0.262
C -1.648 0.726 -0.067
N -0.617 0.080 0.262
C -0.632 -1.354 0.123
H -1.686 1.796 0.127
H -2.498 0.246 -0.559
H -1.642 -1.689 -0.132
H 0.092 -1.692 -0.626
H -0.342 -1.775 1.090
*
```

Properties
HOMO-LUMO gap   9.39 eV
SMILES   C=C=O.C=NC
Energy above the lowest of the compared OMol25 structures with the same formula, charge and spin   64.69 kcal per mole
HOMO level   -8.51 eV

# 4
This record from the Open Molecules 2025 dataset describes a 3-piece molecular cluster, C5H12NO overall in a non-equilibrium geometry. The level of theory is wB97M-V/def2-TZVPD.

ORCA input file:
```
! RIJCOSX wB97M-V def2-TZVPD def2/J DEFGRID3
* xyz 1 1
C -3.155 0.098 -0.061
C -0.069 0.600 0.416
C -3.168 -1.290 -0.376
C 0.306 2.058 0.453
C 4.382 -0.782 -0.272
N 0.768 -0.388 0.353
O 3.414 -0.153 0.093
H -2.783 0.948 -0.630
H -2.819 -1.936 0.307
H -4.243 -1.507 -0.440
H -2.964 -1.470 -1.379
H -0.131 2.496 -0.503
H 1.435 1.985 0.147
H 0.032 2.838 1.245
H 5.435 -0.456 -0.147
H 4.289 -1.677 -0.897
H 0.456 -1.350 0.362
H 1.829 -0.259 0.301
H -3.015 0.244 1.030
*
```

Properties
HOMO-LUMO gap (spin up / spin down)   10.05 / 5.85 eV
Energy above the lowest of the compared OMol25 structures with the same formula, charge and spin   137.23 kcal per mole
HOMO level (spin up / spin down)   -13.68 / -11.53 eV

# 5
This record from the Open Molecules 2025 dataset describes C8H8Br2O2S as an isolated structure in a non-equilibrium geometry. The level of theory is wB97M-V/def2-TZVPD.

ORCA input file:
```
! RIJCOSX wB97M-V def2-TZVPD def2/J DEFGRID3
* xyz 0 1
C -0.556 2.935 1.974
C -1.661 2.262 1.482
C 0.729 2.588 1.589
C -1.497 1.218 0.568
C 0.931 1.548 0.680
C -0.209 0.959 0.255
C 0.733 -3.529 -1.540
C 0.056 -0.713 -1.609
O -0.710 -2.280 0.300
O 1.676 -1.706 0.144
S 0.448 -2.055 -0.515
Br 1.496 -0.217 -2.696
Br -1.612 -0.921 -2.429
H -0.699 3.750 2.669
H -2.660 2.539 1.786
H 1.585 3.119 1.973
H -2.337 0.681 0.160
H 1.913 1.248 0.357
H 1.490 -3.304 -2.284
H 1.087 -4.302 -0.868
H -0.205 -3.820 -1.995
*
```

Properties
HOMO-LUMO gap (spin up / spin down)   8.02 / 8.01 eV
Energy above the lowest of the compared OMol25 structures with the same formula, charge and spin   6.74 kcal per mole
HOMO level (spin up / spin down)   -8.89 / -8.89 eV

# 6
This record from the Open Molecules 2025 dataset describes one molecule with the formula C4H8N2. The level of theory is wB97M-V/def2-TZVPD.

ORCA input file:
```
! RIJCOSX wB97M-V def2-TZVPD def2/J DEFGRID3
* xyz 0 1
C 0.090 -0.857 -1.560
N -0.620 -1.570 -0.486
C -0.573 -0.060 -0.512
C 0.294 0.171 0.700
C 0.922 1.506 0.883
N -0.279 1.157 1.642
H -0.366 -0.947 -2.540
H 1.170 -0.961 -1.512
H -1.454 -2.105 -0.696
H -1.507 0.459 -0.724
H 0.059 -1.493 0.449
H 0.770 2.315 0.164
H 1.882 1.560 1.399
H -0.019 0.893 2.588
*
```

Properties
HOMO-LUMO gap   8.08 eV
Energy above the lowest of the compared OMol25 structures with the same formula, charge and spin   119.58 kcal per mole
HOMO level   -7.25 eV

no.,total energy (hartree)
1,-4898.74920
2,-3608.16796
3,-286.52856
4,-327.24089
5,-6006.19839
6,-266.53143